[1]
C4H11BrN2O | ωB97M-V/def2-TZVPD

CARTESIAN COORDINATES (ANGSTROEM)
C  1.63257  -1.13328  0.21199
C  0.74445  -0.16626  0.87933
N  0.47894  -0.79972  2.24789
Br  1.62157  1.56742  1.50783
C  -0.54769  0.36797  0.29047
O  -1.56754  0.29272  0.91437
C  -0.56877  0.79481  -1.24665
N  -1.66162  1.78249  -1.49105
H  2.45966  -1.41257  0.81198
H  1.15005  -2.03206  0.10519
H  1.73536  -0.84227  -0.78301
H  -0.40296  -0.63292  2.60361
H  0.36995  -1.88722  2.22994
H  1.17604  -0.67207  2.95351
H  0.43011  1.01872  -1.46047
H  -0.79768  -0.09558  -1.79253
H  -1.85677  1.90465  -2.51711
H  -1.43877  2.65096  -1.12638
H  -2.60836  1.26879  -1.33018

Total charge = +2
Spin multiplicity = 1
Orbital gap = 10.35 eV
LUMO energy = -8.31 eV
SMILES string = C[C@@]([NH3+])(Br)C(=O)C[NH3+]

Results of the Löwdin charge analysis, in e, for atoms 1 through 8: C -0.0302; C -0.6644; N 0.1855; Br 0.8787; C -0.3926; O 0.1526; C -0.0314; N 0.2367

***

[2]
C4H11BrNO | ωB97M-V/def2-TZVPD

CARTESIAN COORDINATES (ANGSTROEM)
C  0.88732  1.33959  -1.34714
C  0.28140  1.11592  1.14966
C  -0.12934  -1.57715  -0.45103
C  1.04576  0.61255  -0.10960
N  -1.19509  -1.48918  0.59186
O  0.71213  -2.58231  -0.37776
Br  2.75080  -0.21801  0.12152
H  1.19054  0.69093  -2.27206
H  -0.18376  1.76590  -1.50592
H  1.48988  2.39851  -1.27325
H  -0.80125  1.27354  0.83134
H  0.24571  0.33842  1.89351
H  0.61824  2.07649  1.58437
H  -0.65311  -1.46309  -1.48178
H  -1.69706  -0.57176  0.70846
H  -2.00081  -2.16828  0.56942
H  -0.62602  -1.58594  1.54261
H  1.46942  -2.18188  0.14867

Total charge = +1
Spin multiplicity = 1
Orbital gap (alpha / beta) = 8.42 / 8.41 eV
LUMO energy (alpha / beta) = -4.21 / -4.21 eV
ΔE to the lowest compared entry with this formula, charge and spin = 344.80 kJ/mol

Results of the Löwdin charge analysis, in e, for atoms 1 through 8: C -0.1992; C -0.1200; C -0.3196; C -0.7459; N 0.1449; O -0.0098; Br 0.8690; H 0.1194

***

[3]
C4H11BrNO | ωB97M-V/def2-TZVPD

CARTESIAN COORDINATES (ANGSTROEM)
C  -1.09508  -0.98931  0.62400
C  -0.69405  -0.44918  -0.65556
O  -1.01153  0.99309  -0.74297
C  0.80333  -0.59977  -0.84772
C  1.70688  0.03245  0.38025
N  1.20258  1.49562  0.48099
Br  3.55645  -0.12633  -0.07222
H  -0.64856  -0.41526  1.35852
H  -0.88017  -1.98975  1.06693
H  -2.15190  -0.91357  0.67488
H  -1.27350  -0.84381  -1.52892
H  -1.92781  1.19313  -0.73430
H  1.00878  0.13065  -1.73935
H  1.07117  -1.61953  -1.09369
H  1.44467  -0.36455  1.31864
H  0.10429  1.36279  0.19590
H  1.50117  2.02391  1.28896
H  1.70793  1.84145  -0.30159

Total charge = +1
Spin multiplicity = 1
Orbital gap = 11.59 eV
LUMO energy = -3.08 eV
SMILES string = C[C@@H](O)C[C@H]([NH3+])Br
ΔE to the lowest compared entry with this formula, charge and spin = 85.65 kJ/mol

Results of the Löwdin charge analysis, in e, for atoms 1 through 8: C -0.0466; C -0.4002; O -0.0371; C -0.1328; C -0.6787; N 0.1489; Br 0.8209; H 0.0540

***

[4]
C4H11Cl2CrO4Sm | ωB97M-V/def2-TZVPD

CARTESIAN COORDINATES (ANGSTROEM)
Sm  0.24149  0.11137  -1.76194
Cl  0.75569  -1.27393  -0.42124
C  1.93719  1.07177  -2.09584
C  -0.71931  -1.00243  -3.08324
H  1.97159  1.48127  -3.12874
H  2.07309  1.92867  -1.40274
H  2.81989  0.40857  -1.98044
H  -0.66511  -0.55793  -4.10084
H  -1.79581  -1.11123  -2.83394
H  -0.29121  -2.02443  -3.15364
Cr  -0.31541  -0.09203  0.91726
C  -1.83651  -1.01123  1.98436
C  -0.92191  0.97387  -0.63564
H  -2.81181  -0.59373  1.65046
H  -1.83121  -2.10863  1.81256
H  -1.70321  -0.80693  3.06926
H  -1.99061  0.93327  -0.94154
H  -0.59431  2.01697  -0.43114
O  0.85819  -0.00393  4.77916
Cl  1.14549  0.35857  3.32826
O  0.37389  1.61847  2.95826
O  2.63749  0.60787  3.15326
O  0.66239  -0.92433  2.31806

Expectation value of S² = 20.1404
Total charge = -1
Spin multiplicity = 9
Orbital gap (alpha / beta) = 6.11 / 5.98 eV
LUMO energy (alpha / beta) = 2.67 / 2.70 eV
ΔE to the lowest compared entry with this formula, charge and spin = 1101.05 kJ/mol

Results of the Löwdin charge analysis, in e, for atoms 1 through 8: Sm 0.4073; Cl 0.5240; C -0.4225; C -0.4118; H -0.0130; H -0.0065; H -0.0143; H -0.0099

***

[5]
C4H11Cl2NdO4Ti | ωB97M-V/def2-TZVPD

CARTESIAN COORDINATES (ANGSTROEM)
Nd  -0.00443  -0.27708  1.33183
Cl  -0.27575  2.18059  0.04722
C  -2.08694  -1.17024  0.86842
H  -2.16529  -2.12350  1.39831
H  -2.44374  -1.31385  -0.13278
H  -2.83047  -0.47991  1.34796
Ti  0.30383  0.85967  -1.70253
C  -1.38713  0.64035  -2.90315
C  2.30105  1.42226  -2.24892
C  0.65814  -0.90458  -0.88252
H  2.92994  0.99085  -1.41888
H  2.52457  0.79796  -3.16213
H  2.38674  2.52737  -2.40817
H  -2.08872  0.08750  -2.31774
H  -1.76478  1.60770  -3.22384
H  -1.11844  0.01262  -3.72569
H  -0.22850  -1.59346  -1.12479
H  1.49527  -1.60419  -0.81392
O  0.35086  1.07967  4.15464
Cl  0.75769  -0.32585  4.28796
O  1.61108  -0.59895  5.38993
O  -0.46782  -1.14755  4.19400
O  1.54285  -0.66737  3.04477

Expectation value of S² = 6.0223
Total charge = -1
Spin multiplicity = 5
Orbital gap (alpha / beta) = 5.18 / 6.95 eV
LUMO energy (alpha / beta) = 2.66 / 2.65 eV

Results of the Löwdin charge analysis, in e, for atoms 1 through 8: Nd 1.4598; Cl 0.0073; C -0.3847; H -0.0428; H -0.0560; H -0.0238; Ti 0.3817; C -0.2761

***

[6]
C4H11CsNO5S | ωB97M-V/def2-TZVPD

CARTESIAN COORDINATES (ANGSTROEM)
Cs  3.17128  -1.16792  -1.08835
S  1.97816  2.25855  -2.39566
O  2.90251  1.62790  -3.30521
O  1.87608  1.39712  -1.20618
O  2.46407  3.55938  -1.97685
O  0.70044  2.43214  -3.01218
C  -1.63044  -1.83764  -0.13251
C  -0.91956  -0.47511  -0.26616
C  -0.26570  0.11625  1.03129
O  -1.26350  0.18651  2.03694
C  -0.78110  -0.18254  3.31582
N  -0.02524  -0.68531  -1.34113
H  -2.14568  -2.11792  -1.05124
H  -2.39647  -1.79587  0.64180
H  -0.91697  -2.65317  -0.01432
H  -1.66732  0.21703  -0.65334
H  0.28725  1.00299  0.72140
H  0.53942  -0.57571  1.27842
H  -1.60242  -0.03795  4.01769
H  0.07042  0.42387  3.62448
H  -0.46869  -1.22503  3.37686
H  -0.55462  -0.53166  -2.18745
H  0.64797  0.06406  -1.41415

Total charge = -1
Spin multiplicity = 1
Orbital gap = 4.38 eV
LUMO energy = 1.36 eV
ΔE to the lowest compared entry with this formula, charge and spin = 106.78 kJ/mol

Results of the Löwdin charge analysis, in e, for atoms 1 through 8: Cs 0.9986; S 0.0459; O -0.4562; O -0.6305; O -0.4211; O -0.4037; C -0.0732; C -0.4328

***

[7]
C4H11F3InNO | ωB97M-V/def2-TZVPD

CARTESIAN COORDINATES (ANGSTROEM)
In  0.37681  -0.46995  2.44733
F  -2.22084  -1.38919  2.75136
F  -1.00319  1.97335  2.03826
F  2.13236  1.49523  3.26000
C  -1.01548  -1.78802  -1.58242
C  -0.11868  -1.04311  -0.59833
C  0.31483  0.33958  -1.06893
O  0.96386  0.83435  0.03364
C  1.49246  2.14876  -0.18702
N  -0.75067  -0.96276  0.73735
H  -1.97370  -1.26998  -1.63508
H  -1.15109  -2.82369  -1.27106
H  -0.60196  -1.83354  -2.59084
H  0.83769  -1.53672  -0.39809
H  -0.52159  0.99060  -1.34911
H  0.95701  0.21181  -1.94603
H  2.00521  2.38647  0.74650
H  0.66248  2.85530  -0.22379
H  2.22040  2.25440  -0.99094
H  -0.96623  -1.90775  1.04639
H  -1.63968  -0.46517  0.78083

Spin multiplicity = 1
Orbital gap = 5.17 eV
LUMO energy = -4.83 eV
ΔE to the lowest compared entry with this formula, charge and spin = 164.36 kJ/mol

Results of the Löwdin charge analysis, in e, for atoms 1 through 8: In 1.4549; F -0.5630; F -0.5508; F -0.5135; C -0.0249; C -0.3767; C -0.2238; O -0.2767

***

[8]
C4H11I3Si2 | ωB97M-V/def2-TZVPD

CARTESIAN COORDINATES (ANGSTROEM)
C  -2.13990  2.15345  0.76835
C  -1.67996  -0.25375  -1.33122
C  2.12820  0.47706  0.30299
C  1.49740  -2.43144  0.72870
Si  2.23639  -1.15206  -0.57027
Si  -1.00487  1.33822  -0.46731
I  1.27304  -4.42395  -0.18209
I  -0.38411  -1.95862  1.86183
I  -0.30974  2.97485  -2.27515
H  -1.77736  3.12868  0.95966
H  -3.16318  2.08378  0.51766
H  -1.84228  1.52938  1.56249
H  -2.55741  -0.39191  -0.71523
H  -2.10068  -0.38000  -2.29069
H  -1.12914  -1.19875  -1.12714
H  2.22096  0.64010  1.26964
H  2.35945  1.24343  -0.33905
H  2.29465  -2.51588  1.49779
H  3.68439  -1.60264  -0.86740
H  1.67455  -1.49037  -1.99907

Spin multiplicity = 1
Orbital gap (alpha / beta) = 6.22 / 6.21 eV
LUMO energy (alpha / beta) = -1.53 / -1.53 eV

Results of the Löwdin charge analysis, in e, for atoms 1 through 8: C -0.2405; C -0.2856; C -0.1822; C -1.2946; Si 0.3807; Si 0.3217; I 0.5957; I 0.6099

***

[9]
C4H11INO2 | ωB97M-V/def2-TZVPD

CARTESIAN COORDINATES (ANGSTROEM)
C  2.37209  0.26900  -0.62507
C  -1.72797  2.06071  0.80506
C  2.09168  0.35187  0.79802
C  -0.30724  0.14335  1.03895
N  -1.77278  -2.65409  -1.48882
O  -0.44873  1.38937  0.77204
O  0.87751  -0.41639  1.02596
I  -1.90036  -1.14252  1.08194
H  2.23664  -0.73105  -1.14839
H  1.64278  0.82652  -1.23587
H  3.43863  0.55600  -0.88748
H  -1.43353  3.17283  0.95167
H  -2.39696  1.82668  1.61457
H  -2.22969  1.91812  -0.20820
H  2.00604  1.36854  1.27620
H  2.86432  -0.08285  1.47218
H  -1.95693  -2.22669  -2.32806
H  -2.45991  -3.44442  -1.34130
H  -0.89559  -3.18498  -1.57339

Total charge = +1
Spin multiplicity = 1
Orbital gap = 8.76 eV
LUMO energy = -4.20 eV
ΔE to the lowest compared entry with this formula, charge and spin = 101.56 kJ/mol

Results of the Löwdin charge analysis, in e, for atoms 1 through 8: C -0.0791; C -0.0552; C -0.2016; C -0.7814; N -0.0895; O -0.0660; O -0.0482; I 1.2921

***

[10]
C4H11INO2 | ωB97M-V/def2-TZVPD

CARTESIAN COORDINATES (ANGSTROEM)
C  -2.83946  0.57137  0.06956
C  1.05032  1.31102  -2.13582
C  -1.99112  -0.69462  0.22922
C  1.18063  1.10978  -0.70514
N  -0.80192  -0.72900  0.67596
O  0.29113  -3.27990  1.05460
O  0.50914  1.51460  0.15656
I  2.93676  -0.36124  -0.31111
H  -2.49636  1.56466  0.55233
H  -3.10776  0.57768  -0.91893
H  -3.79723  0.28519  0.56103
H  0.41788  0.59097  -2.62237
H  2.09156  1.20662  -2.58875
H  0.59860  2.27260  -2.29739
H  -2.48644  -1.61033  -0.18943
H  -0.34255  -0.15068  1.28696
H  -0.31895  -1.69462  0.78884
H  1.16520  -3.04298  1.44615
H  0.72297  -4.04728  0.59610

Total charge = +1
Spin multiplicity = 1
Orbital gap = 8.67 eV
LUMO energy = -4.22 eV
ΔE to the lowest compared entry with this formula, charge and spin = 0.00 kJ/mol

Results of the Löwdin charge analysis, in e, for atoms 1 through 8: C -0.0091; C -0.1082; C -0.0515; C -0.7656; N 0.2111; O -0.0847; O 0.0385; I 0.6522

***

[11]
C4H11INS | ωB97M-V/def2-TZVPD

CARTESIAN COORDINATES (ANGSTROEM)
C  0.04973  -1.77201  1.71390
C  1.03728  -1.43495  0.61934
C  -1.03455  0.46323  -1.44473
C  1.13088  0.04827  0.14132
N  -0.99554  1.95551  -1.49655
S  0.60091  1.39443  1.17160
I  2.58331  0.60609  -1.17590
H  -0.19219  -2.95250  1.92280
H  0.48521  -1.42615  2.69107
H  -0.95342  -1.31883  1.52131
H  2.08711  -1.58331  0.99618
H  0.92735  -2.12684  -0.22492
H  -2.06934  0.16279  -1.29874
H  -0.42974  0.08624  -2.19475
H  -0.69433  2.34918  -0.44328
H  -1.83153  2.45539  -1.86963
H  -0.30375  2.37418  -2.23517
H  -0.39739  0.71928  1.60615

Total charge = +1
Spin multiplicity = 1
Orbital gap (alpha / beta) = 8.76 / 6.85 eV
LUMO energy (alpha / beta) = -4.37 / -4.78 eV
ΔE to the lowest compared entry with this formula, charge and spin = 327.96 kJ/mol

Results of the Löwdin charge analysis, in e, for atoms 1 through 8: C -0.1468; C -0.3684; C -0.0424; C -1.1313; N 0.0000; S 0.7631; I 0.9875; H 0.1457

***

[12]
C4H11N2 | ωB97M-V/def2-TZVPD

CARTESIAN COORDINATES (ANGSTROEM)
C  -1.81547  -0.87800  0.94946
N  -1.16959  -1.10850  -0.40381
C  0.23105  -0.25683  -0.89426
N  1.30058  -0.92792  -0.27952
C  1.01907  0.44116  0.10306
C  1.85986  1.59301  -0.40856
H  -1.13751  -1.01788  1.85126
H  -2.28406  0.11002  1.10593
H  -2.70499  -1.50472  1.04416
H  -1.85729  -0.80531  -1.09495
H  -1.06796  -2.13850  -0.46607
H  0.20232  0.11195  -1.94199
H  2.16535  -1.21422  -0.64792
H  0.53783  0.58086  1.06020
H  1.72836  1.95379  -1.42447
H  2.93546  1.26715  -0.32290
H  1.69752  2.49623  0.04849

Total charge = +1
Spin multiplicity = 1
Orbital gap = 11.39 eV
LUMO energy = -3.16 eV
SMILES string = C[NH2+][C@@H]1N[C@H]1C
ΔE to the lowest compared entry with this formula, charge and spin = 306.68 kJ/mol

Results of the Löwdin charge analysis, in e, for atoms 1 through 8: C -0.0345; N 0.0707; C -0.1451; N 0.1012; C -0.2918; C -0.0212; H 0.1229; H 0.1028

***

[13]
C4H11N2 | ωB97M-V/def2-TZVPD

CARTESIAN COORDINATES (ANGSTROEM)
C  2.28928  1.48170  -0.99181
C  -1.30033  -2.65662  1.65140
C  0.29972  2.61570  -1.30804
C  -0.87887  -1.00294  0.07871
N  -0.41228  -1.57835  1.12937
N  1.04722  1.39670  -0.94961
H  3.02874  0.69592  -0.51421
H  2.72681  2.37775  -1.27631
H  -0.72147  -3.40982  2.22809
H  -1.89222  -2.11183  2.37108
H  -1.94734  -3.18987  0.93728
H  -0.37085  2.74467  -0.52225
H  -0.18075  2.53676  -2.28253
H  0.97646  3.51944  -1.41313
H  -0.34301  -0.15127  -0.29083
H  -2.00199  -0.99367  -0.15536
H  0.45290  -1.29827  1.51071

Total charge = +1
Spin multiplicity = 1
Orbital gap = 8.21 eV
LUMO energy = -5.22 eV
ΔE to the lowest compared entry with this formula, charge and spin = 341.99 kJ/mol

Results of the Löwdin charge analysis, in e, for atoms 1 through 8: C -0.0650; C -0.0104; C -0.1122; C 0.1655; N 0.0421; N -0.1200; H 0.1140; H 0.0448

***

no.,E (eV)
1,-79378.0089
2,-77896.0703
3,-77898.7562
4,-83865.6350
5,-75945.5836
6,-27437.8913
7,-21183.9795
8,-44380.4660
9,-18003.5085
10,-18004.5611
11,-24741.5449
12,-7297.7695
13,-7297.4036